{"formula": "C5H8N2", "method": "ωB97M-V/def2-TZVPD", "species": ["C", "N", "C", "C", "C", "N", "C", "H", "H", "H", "H", "H", "H", "H", "H"], "coordinates": [[2.3906, 0.0417, 0.2764], [0.9663, 0.0250, -0.2551], [0.3213, -1.2034, -0.3071], [-1.0205, -1.0573, -0.1174], [-1.2898, 0.3456, -0.0286], [-2.5869, 0.7904, 0.2735], [-0.0792, 0.9945, -0.1943], [2.6974, -1.0076, 0.2399], [3.0163, 0.6060, -0.4192], [2.7040, 0.3406, 1.3275], [0.8525, -2.1084, -0.5849], [-1.7546, -1.8416, 0.0402], [-3.3471, 0.2443, -0.1046], [-2.8204, 1.7627, 0.4050], [0.0774, 2.0370, -0.4550]], "nbo_charge": [-0.400, -0.367, -0.027, -0.346, 0.117, -0.827, -0.161, 0.208, 0.200, 0.209, 0.206, 0.219, 0.378, 0.384, 0.208], "homo_ev": -7.4, "total_energy_ev": -8293.5838, "lumo_energy_ev": 1.097, "smiles": "Cn1ccc(N)c1", "homo_lumo_gap_ev": 8.50}



{"formula": "C5H8N2", "method": "ωB97M-V/def2-TZVPD", "species": ["H", "N", "C", "C", "C", "C", "N", "C", "H", "H", "H", "H", "H", "H", "H"], "coordinates": [[-1.7372, -0.7820, -2.0112], [-2.3010, -0.0751, -1.5427], [-1.2672, 0.1569, -0.8618], [0.1256, -0.6818, -0.9131], [0.4370, 0.1290, 0.3271], [1.1398, -0.3773, 1.5311], [0.4630, 1.5332, -0.0048], [-0.8321, 0.9352, 0.3094], [0.0155, -1.7697, -0.7302], [0.8853, -0.5880, -1.7188], [2.2011, -0.5205, 1.3137], [1.0278, 0.3546, 2.3322], [0.7114, -1.3346, 1.8488], [0.5551, 1.6954, -1.0080], [-1.4242, 1.3248, 1.1286]], "nbo_charge": [0.348, -0.579, 0.290, -0.527, 0.125, -0.612, -0.549, -0.171, 0.222, 0.215, 0.218, 0.228, 0.216, 0.353, 0.224], "homo_ev": -9.6, "total_energy_ev": -8292.0505, "lumo_energy_ev": 0.903, "smiles": "[H]/N=C1\\C[C@@]2(C)N[C@@H]12", "homo_lumo_gap_ev": 10.52}



{"formula": "C5H8N2", "method": "ωB97M-V/def2-TZVPD", "species": ["C", "C", "C", "C", "N", "N", "C", "H", "H", "H", "H", "H", "H", "H", "H"], "coordinates": [[-2.7194, 0.6358, 0.1426], [-1.7014, -0.1543, -0.5801], [1.4573, 0.3538, -0.4274], [0.4558, 1.3337, -0.8167], [-0.2214, 2.1859, -1.2185], [1.3147, -0.3663, 0.5993], [2.3471, -1.3427, 0.8610], [-2.2637, 1.4216, 0.7554], [-3.5984, 1.0208, -0.3905], [-3.0624, -0.1189, 0.8781], [-2.1348, -0.4397, -1.5638], [2.3253, 0.3068, -1.0977], [3.1661, -1.3377, 0.1254], [1.8812, -2.3338, 0.8719], [2.7538, -1.1650, 1.8610]], "nbo_charge": [-0.797, -0.018, -0.015, 0.269, -0.312, -0.283, -0.445, 0.248, 0.195, 0.277, 0.089, 0.184, 0.171, 0.220, 0.216], "homo_ev": -8.3, "total_energy_ev": -8289.4114, "lumo_energy_ev": 0.198, "homo_lumo_gap_ev": 8.54}



{"formula": "C5H8N2", "method": "ωB97M-V/def2-TZVPD", "species": ["C", "C", "C", "N", "C", "N", "C", "H", "H", "H", "H", "H", "H", "H", "H"], "coordinates": [[1.5688, 1.8441, 0.1086], [0.3985, 0.9294, 0.1935], [0.0747, -0.1509, 1.1452], [-0.4573, -1.3496, 0.7497], [-1.4187, -1.1657, -0.2351], [-1.2165, -2.0024, -1.2926], [-0.8639, 0.8153, -0.1205], [2.4528, 1.3116, -0.2609], [1.3636, 2.6928, -0.5507], [1.8188, 2.2328, 1.1038], [0.2423, 0.0035, 2.2161], [-0.0837, -2.2521, 1.0119], [-1.9173, -2.0161, -2.0162], [-0.3036, -2.3506, -1.5676], [-1.6586, 1.4576, -0.4852]], "nbo_charge": [-0.643, -0.096, -0.033, -0.627, 0.179, -0.837, -0.142, 0.219, 0.223, 0.226, 0.186, 0.393, 0.386, 0.357, 0.209], "homo_ev": [-6.7, -6.7], "total_energy_ev": -8289.1998, "lumo_energy_ev": [1.048, 1.048], "homo_lumo_gap_ev": [7.71, 7.70]}



{"formula": "C5H8N2", "method": "ωB97M-V/def2-TZVPD", "species": ["H", "N", "C", "C", "N", "C", "C", "C", "H", "H", "H", "H", "H", "H", "H"], "coordinates": [[1.1156, 0.0292, -3.0001], [0.2932, 0.5953, -2.7815], [-0.0734, 0.3672, -1.5967], [-1.3207, 0.7606, -0.8222], [-1.0009, -0.2718, 0.2170], [0.2584, 0.1447, 0.8154], [0.6438, -0.6066, 2.0656], [0.3019, -0.5620, -0.4905], [-2.2397, 0.5059, -1.3558], [-1.3897, 1.7801, -0.4260], [0.4919, 1.2123, 0.8176], [0.1075, -0.1956, 2.9297], [1.7227, -0.5366, 2.2553], [0.3664, -1.6632, 1.9702], [0.7231, -1.5596, -0.5978]], "nbo_charge": [0.336, -0.611, 0.296, -0.301, -0.355, -0.075, -0.611, -0.184, 0.227, 0.205, 0.197, 0.221, 0.215, 0.221, 0.218], "homo_ev": -9.5, "total_energy_ev": -8292.6808, "lumo_energy_ev": 1.085, "smiles": "[H]/N=C1/CN2[C@@H](C)[C@H]12", "homo_lumo_gap_ev": 10.61}



{"formula": "C5H8N2", "method": "ωB97M-V/def2-TZVPD", "species": ["C", "C", "C", "N", "N", "C", "C", "H", "H", "H", "H", "H", "H", "H", "H"], "coordinates": [[-1.3003, -0.2601, 1.9778], [-0.9236, 0.2481, 0.6182], [-1.3002, -0.5348, -0.4885], [-0.3826, -0.5533, -1.4352], [0.5638, 0.2906, -0.9974], [1.8675, 0.2366, -1.6148], [0.2652, 0.8245, 0.2145], [-2.3591, -0.2036, 2.2381], [-0.6774, 0.1692, 2.7611], [-1.0437, -1.3268, 1.9231], [-2.2072, -1.1237, -0.5486], [1.7844, 0.5033, -2.6670], [2.2669, -0.7802, -1.5278], [2.5398, 0.9213, -1.0946], [0.9065, 1.5889, 0.6411]], "nbo_charge": [-0.619, -0.155, -0.043, -0.267, -0.172, -0.398, -0.042, 0.216, 0.216, 0.216, 0.201, 0.214, 0.210, 0.207, 0.215], "homo_ev": -8.6, "total_energy_ev": -8293.7313, "lumo_energy_ev": 0.976, "smiles": "Cc1cnn(C)c1", "homo_lumo_gap_ev": 9.59}



{"formula": "C5H8N2", "method": "ωB97M-V/def2-TZVPD", "species": ["C", "C", "C", "N", "C", "C", "N", "H", "H", "H", "H", "H", "H", "H", "H"], "coordinates": [[-1.4619, -0.5952, -0.7441], [-0.6654, 0.0118, 0.3935], [0.4857, -0.6900, 1.1524], [1.2264, 0.5929, 1.1239], [0.4059, 1.0523, -0.0084], [1.0727, 0.7494, -1.2895], [1.7186, 0.4860, -2.2140], [-0.8548, -1.2524, -1.3742], [-2.3473, -1.1431, -0.4099], [-1.7974, 0.2379, -1.3730], [-1.3282, 0.4817, 1.1267], [0.9522, -1.4893, 0.5582], [0.2862, -1.0586, 2.1636], [2.2139, 0.5138, 0.8999], [0.0935, 2.1029, -0.0049]], "nbo_charge": [-0.621, -0.199, -0.222, -0.580, -0.157, 0.254, -0.325, 0.221, 0.221, 0.217, 0.217, 0.182, 0.197, 0.368, 0.228], "homo_ev": -9.8, "total_energy_ev": -8293.6308, "lumo_energy_ev": 0.945, "smiles": "C[C@H]1CN[C@H]1C#N", "homo_lumo_gap_ev": 10.78}



{"formula": "C5H8N2", "method": "ωB97M-V/def2-TZVPD", "species": ["C", "C", "C", "C", "C", "N", "N", "H", "H", "H", "H", "H", "H", "H", "H"], "coordinates": [[3.8545, -0.0387, -0.0320], [-1.0898, -0.7631, -0.2465], [0.1619, -1.6562, 0.0066], [-0.1132, 0.3127, 0.0039], [-0.1854, 1.7748, -0.0398], [4.8993, 0.3287, -0.2442], [0.7693, -0.4409, 0.5607], [-1.6749, -0.9781, -1.2163], [-1.8364, -0.8913, 0.5778], [-0.0174, -2.4501, 0.6021], [0.5948, -2.0210, -0.8824], [-0.0642, 2.0087, -1.1545], [2.8575, -0.3131, 0.2130], [-1.1381, 1.9890, 0.3644], [0.5606, 2.2753, 0.7425]], "nbo_charge": [0.065, -0.475, -0.228, 0.296, -0.673, -0.337, -0.430, 0.209, 0.229, 0.183, 0.191, 0.247, 0.247, 0.231, 0.247], "homo_ev": -10.1, "total_energy_ev": -8292.0271, "lumo_energy_ev": 0.691, "homo_lumo_gap_ev": 10.77}



{"formula": "C5H8N2", "method": "ωB97M-V/def2-TZVPD", "species": ["C", "C", "C", "N", "C", "N", "C", "H", "H", "H", "H", "H", "H", "H", "H"], "coordinates": [[-1.7214, 0.2267, 2.5465], [-0.3969, -0.1894, 1.9637], [0.3103, 0.4955, 1.1065], [1.0353, 1.1337, 0.3371], [1.0689, 0.7535, -1.0289], [0.7114, -0.3972, -1.4022], [0.8812, -0.7583, -2.7886], [-1.5720, 0.7924, 3.4726], [-2.2965, 0.8498, 1.8564], [-2.3185, -0.6564, 2.7889], [0.0537, -1.1249, 2.2870], [1.5014, 1.5198, -1.6830], [-0.1036, -0.8778, -3.2532], [1.4688, -0.0344, -3.3735], [1.3781, -1.7329, -2.8291]], "nbo_charge": [-0.614, -0.402, 0.476, -0.496, 0.246, -0.417, -0.433, 0.216, 0.219, 0.219, 0.247, 0.154, 0.207, 0.172, 0.207], "homo_ev": -8.8, "total_energy_ev": -8292.8343, "lumo_energy_ev": 0.716, "smiles": "CC=C=N/C=N/C", "homo_lumo_gap_ev": 9.48}



{"formula": "C5H8N2", "method": "ωB97M-V/def2-TZVPD", "species": ["C", "C", "C", "C", "N", "N", "C", "H", "H", "H", "H", "H", "H", "H", "H"], "coordinates": [[-2.0930, 0.2014, 0.0295], [-0.9856, -0.3660, -0.8216], [0.3201, 0.2943, -1.0769], [0.7195, 1.4410, -0.2890], [1.1383, 2.2595, 0.4159], [0.2568, -0.9795, -0.3284], [1.8807, -0.6445, 1.3102], [-1.7124, 0.9213, 0.7565], [-2.8499, 0.6972, -0.5924], [-2.5882, -0.6177, 0.5605], [-1.3775, -0.8774, -1.7155], [0.7501, 0.2879, -2.0820], [2.0709, -0.8035, 0.2838], [2.3695, -1.3749, 1.9676], [1.7820, 0.3462, 1.7477]], "nbo_charge": [-0.624, -0.094, -0.275, 0.282, -0.333, -0.263, -0.375, 0.227, 0.224, 0.225, 0.215, 0.240, 0.187, 0.173, 0.192], "homo_ev": [-10.0, -8.7], "total_energy_ev": -8289.3008, "lumo_energy_ev": [0.035, -0.990], "homo_lumo_gap_ev": [10.08, 7.76]}



{"formula": "C5H8N2", "method": "ωB97M-V/def2-TZVPD", "species": ["C", "N", "C", "C", "C", "C", "N", "H", "H", "H", "H", "H", "H", "H", "H"], "coordinates": [[0.7316, 2.2158, -1.2479], [0.2940, 1.3792, -0.3376], [-0.1481, 0.0358, -0.7789], [-0.1338, -0.7242, 0.5072], [-0.4470, -2.1765, 0.6611], [-0.0124, 0.2359, 1.4431], [0.1739, 1.5362, 0.9678], [0.4508, -0.2548, -1.6454], [1.2848, 1.7475, -2.0493], [0.7359, 3.2807, -1.0797], [-1.1833, 0.1698, -1.1285], [-0.5530, -2.4340, 1.7197], [0.3202, -2.8321, 0.2308], [-1.3979, -2.4310, 0.1721], [0.0342, 0.0851, 2.5173]], "nbo_charge": [-0.265, -0.045, -0.260, -0.129, -0.623, -0.031, -0.344, 0.223, 0.191, 0.206, 0.224, 0.223, 0.212, 0.209, 0.209], "homo_ev": [-7.0, -7.0], "total_energy_ev": -8291.8973, "lumo_energy_ev": [0.465, 0.467], "homo_lumo_gap_ev": [7.47, 7.48]}



{"formula": "C5H8N2", "method": "ωB97M-V/def2-TZVPD", "species": ["N", "C", "C", "N", "C", "C", "C", "H", "H", "H", "H", "H", "H", "H", "H"], "coordinates": [[-1.4489, -0.2601, 1.5427], [-0.4229, -0.4590, 0.5459], [-0.8877, -1.1088, -0.7329], [-1.6363, -1.7178, -1.4099], [0.1859, 0.8491, 0.0916], [0.7758, -0.4287, -1.5952], [1.3324, 1.3825, 0.5587], [-1.8446, -1.1695, 1.7621], [-2.1981, 0.2670, 1.0999], [0.3825, -1.0776, 0.9680], [-0.5249, 1.5004, -0.4234], [1.5013, -1.2668, -1.5175], [1.0704, 0.1840, -2.4642], [1.5767, 2.4298, 0.3955], [2.0110, 0.7988, 1.1732]], "nbo_charge": [-0.797, -0.167, 0.209, -0.356, -0.161, -0.253, -0.358, 0.368, 0.357, 0.221, 0.217, 0.153, 0.160, 0.209, 0.198], "homo_ev": [-8.3, -8.0], "total_energy_ev": -8288.6358, "lumo_energy_ev": [-0.764, -0.871], "homo_lumo_gap_ev": [7.57, 7.15]}